DFT (ωB97M-V with the def2-TZVPD basis set) results for a 2-piece molecular cluster, CH3N2O2P overall.

```
! wB97M-V def2-TZVPD RIJCOSX def2/J DEFGRID3
* xyz 0 1
H 2.03 0.66 0.63
H -0.36 -1.48 -1.80
P 0.26 1.40 1.66
N -2.54 -0.18 -0.39
N -0.38 0.36 0.64
H 0.35 -0.49 -0.86
O 1.71 0.76 1.53
O 0.46 -1.07 -1.55
C -1.52 0.04 0.14
*
```

Computed properties:
HOMO level (spin up / spin down): -10.4 / -10.4 eV
largest force on an atom: 4.12 eV/Å
electronic energy: -641.22152 a.u.
frontier orbital gap (spin up / spin down): 8.53 / 8.52 eV
SMILES string: N#C/N=P/O.O

=====

DFT (ωB97M-V with the def2-TZVPD basis set) results for C23H29ClN2PPrS as an isolated structure.

```
! wB97M-V def2-TZVPD RIJCOSX def2/J DEFGRID3
* xyz 2 3
H 5.26 -3.47 1.21
P -1.73 1.85 0.29
Cl -0.87 -1.28 1.94
C -4.18 1.16 1.27
C -3.27 0.97 3.90
H -4.69 2.56 -4.44
N 3.76 -2.40 0.16
H 5.05 -1.04 1.29
C -3.36 0.96 -1.74
H -5.34 0.62 4.42
C 2.62 -2.76 -0.43
H 0.55 6.81 1.59
H -1.89 6.56 1.14
C -1.76 4.43 0.79
H 3.76 -4.65 -2.04
H -1.87 4.02 -1.54
H -3.39 0.00 -1.21
H -4.52 1.22 0.24
H -0.10 0.26 -1.64
H 4.87 -4.20 -0.34
C 0.14 5.83 1.34
C -4.14 1.17 -2.87
H -2.82 4.33 0.59
C 2.90 -4.95 -1.41
H 3.89 -0.26 0.21
H 1.06 1.16 -0.55
S 1.52 -1.60 -0.25
H -1.30 1.30 3.10
H -0.04 -3.80 -0.84
H 3.20 -5.43 -0.47
H 3.34 -1.02 1.75
C 0.97 4.72 1.29
H 0.51 -3.05 -2.38
H 1.10 2.58 0.96
H 2.37 -5.73 -1.99
H -2.92 0.89 4.93
C -3.27 3.42 -3.06
H -4.77 0.37 -3.25
H 0.49 -4.81 -2.20
C 0.45 3.46 0.99
C -4.63 0.82 3.62
C 4.02 -1.11 0.89
C 4.97 -3.23 0.17
C -2.83 1.32 1.56
H 2.04 4.82 1.49
H -3.23 4.38 -3.57
N 2.09 -3.78 -1.12
C -0.92 3.34 0.73
C -1.23 5.69 1.09
C -2.56 2.01 -1.25
Pr -0.11 -0.01 0.11
C -5.08 0.90 2.30
C -2.37 1.22 2.89
H 5.81 -2.72 -0.32
H -6.13 0.77 2.07
C -2.50 3.22 -1.91
C 0.69 -3.86 -1.67
C -4.09 2.40 -3.54
*
```

Computed properties:
HOMO level (spin up / spin down): -14.4 / -14.3 eV
largest force on an atom: 4.68 eV/Å
electronic energy: -2719.21380 a.u.
<S²>: 2.310
frontier orbital gap (spin up / spin down): 7.45 / 5.10 eV

=====

DFT (ωB97M-V with the def2-TZVPD basis set) results for a 3-piece molecular cluster, C3H14N5 overall.

```
! wB97M-V def2-TZVPD RIJCOSX def2/J DEFGRID3
* xyz 1 1
H 3.50 -0.73 0.66
H 2.46 2.54 0.56
H 2.10 3.10 -0.91
H 0.63 0.65 -0.53
H 1.02 3.07 0.23
H -1.73 -2.63 -0.72
H 3.10 -0.75 -0.87
N 1.73 2.50 -0.23
N 0.39 -0.42 -0.38
H -1.96 -2.34 1.07
H -4.00 0.88 0.16
N 2.86 -1.16 0.01
H -2.08 2.18 0.90
H 3.20 -2.14 0.02
N -1.43 1.55 0.45
H 1.41 -0.74 -0.10
C -1.89 0.47 -0.05
H -0.32 -2.72 0.19
C -1.26 -2.11 0.13
H -3.67 -0.73 -0.19
C -0.83 -0.69 -0.18
N -3.23 0.23 -0.24
*
```

Computed properties:
HOMO level: -13.2 eV
largest force on an atom: 4.18 eV/Å
electronic energy: -396.22327 a.u.
frontier orbital gap: 9.41 eV